# 1
DFT (ωB97M-V with the def2-TZVPD basis set) results for a molecular structure, C37H37BrN7OW in a non-equilibrium geometry.

ORCA input file:
```
! wB97M-V def2-TZVPD RIJCOSX def2/J DEFGRID3
* xyz 1 1
W 0.3938 -1.6422 0.2529
O 1.9118 -1.2611 5.6509
C 1.2499 -1.5433 4.5292
C 0.0811 -2.3403 4.5281
C -0.5650 -2.5905 3.3471
N -0.0659 -2.0255 2.2388
C 1.0440 -1.3440 2.2135
Br 2.5933 -2.9993 0.3902
C 1.7705 -1.0445 3.3364
H 1.5036 -1.6712 6.4224
H -0.2873 -2.7680 5.4515
H -1.4447 -3.2145 3.2653
H 2.7003 -0.4931 3.3237
C 3.0734 -1.3858 -5.1195
C 3.2693 -2.1818 -4.0029
C 2.3204 -2.2148 -2.9897
C 1.1739 -1.4454 -3.1068
C 0.9563 -0.6620 -4.2386
C 1.9117 -0.6304 -5.2377
N 0.1850 -1.4707 -2.0520
N -0.9787 -1.3574 -2.4799
C -1.9979 -1.4310 -1.5496
C -3.2989 -1.4047 -2.0605
C -4.3614 -1.6027 -1.2056
C -4.1048 -1.8451 0.1407
C -2.8061 -1.8519 0.6345
C -1.7171 -1.6193 -0.1911
H 3.8189 -1.3572 -5.9032
H 4.1584 -2.7925 -3.9186
H 2.4599 -2.8544 -2.1329
H 0.0459 -0.0855 -4.3245
H 1.7504 -0.0167 -6.1141
H -3.4379 -1.2609 -3.1242
H -5.3763 -1.6026 -1.5780
H -4.9285 -2.0459 0.8141
H -2.6665 -2.0549 1.6887
C -3.4704 0.7113 3.8455
C -2.9077 1.1999 2.5390
C -3.5176 2.2321 1.8333
C -3.0185 2.6583 0.6071
C -3.6785 3.7770 -0.1530
C -1.8876 2.0428 0.0889
C -1.2586 0.9915 0.7628
C -1.7951 0.5889 1.9908
N -0.0970 0.3359 0.2945
C 1.0356 1.2165 -0.1849
C 0.8446 1.8067 -1.5966
C 2.0999 2.5846 -2.0172
C 3.3037 1.6470 -2.0849
C 3.5333 1.0491 -0.7009
C 3.7973 2.1564 0.3238
C 2.5900 3.0980 0.3816
C 2.3582 3.7053 -1.0062
C 1.3298 2.3336 0.8213
C 2.2679 0.3092 -0.2421
H -3.9032 1.5269 4.4238
H -2.7005 0.2351 4.4536
H -4.2624 -0.0217 3.6722
H -4.4008 2.7104 2.2427
H -4.6231 4.0619 0.3066
H -3.8779 3.4853 -1.1848
H -3.0386 4.6609 -0.1778
H -1.5287 2.3791 -0.8659
H -1.3216 -0.2014 2.5466
H 0.0050 2.4875 -1.6553
H 0.6569 1.0021 -2.3081
H 1.9108 3.0140 -3.0034
H 4.1930 2.1974 -2.4018
H 3.1325 0.8543 -2.8205
H 4.3605 0.3374 -0.7192
H 4.6909 2.7157 0.0368
H 3.9925 1.7219 1.3093
H 2.7776 3.8943 1.1043
H 3.2293 4.2915 -1.3087
H 1.5042 4.3891 -0.9773
H 0.4823 3.0205 0.8914
H 1.4763 1.8910 1.8131
H 2.4905 -0.0954 0.7428
H 2.1264 -0.5063 -0.9731
N -3.9321 -5.4616 0.7741
C -2.7791 -5.4447 0.7419
N -1.4344 -5.4784 0.7429
C -0.8436 -4.4692 0.2919
N -0.2471 -3.5304 -0.0998
*
```

LUMO energy (alpha / beta)	-4.94 / -4.94	eV
HOMO-LUMO gap (alpha / beta)	6.24 / 6.24	eV
HOMO (alpha / beta)	-0.411 / -0.411	Ha

---

# 2
DFT (ωB97M-V with the def2-TZVPD basis set) results for a molecular structure, C16H16Cl3F5OW in a non-equilibrium geometry.

ORCA input file:
```
! wB97M-V def2-TZVPD RIJCOSX def2/J DEFGRID3
* xyz 0 1
C -0.8169 0.8533 -1.8823
C -1.7258 -0.2485 -1.6681
C -0.9507 -1.4271 -1.4607
C -3.1964 -0.2278 -1.8552
C 0.4432 -1.0693 -1.4724
C 0.5326 0.3252 -1.7881
C 1.7903 1.0527 -2.0903
C -1.1835 2.2441 -2.2564
C -1.5045 -2.8005 -1.4026
C 1.6157 -1.9756 -1.3730
W -0.4665 0.2135 0.2997
Cl -4.8015 -2.4867 0.5421
Cl -2.5675 0.9710 1.0222
Cl -0.5262 -1.8298 1.4610
H -3.6075 0.7763 -1.7255
H -3.6879 -0.9036 -1.1345
H -3.4581 -0.5845 -2.8611
H -2.4065 -2.8294 -0.7695
H -0.7721 -3.5202 -1.0248
H -1.8053 -3.1235 -2.4110
H 1.3216 -2.9447 -0.9568
H 2.3985 -1.5443 -0.7363
H 2.0519 -2.1328 -2.3686
H 2.6489 0.3764 -2.1248
H 1.9847 1.8178 -1.3280
H 1.7149 1.5518 -3.0626
H -2.1893 2.4911 -1.8989
H -1.1745 2.3533 -3.3481
H -0.4774 2.9668 -1.8328
O 0.3953 1.8562 0.3412
H 0.6508 2.4385 1.0799
F -1.0438 0.4876 3.6658
C 0.2954 0.5428 3.5213
C 0.8852 0.3514 2.2855
C 2.2614 0.3374 2.2386
F 2.9036 0.0951 1.0581
C 3.0468 0.6323 3.3620
F 4.3855 0.7463 3.2473
C 2.4281 0.9008 4.5833
F 3.1545 1.3215 5.6384
C 1.0430 0.8315 4.6653
F 0.4100 1.1136 5.8208
*
```

LUMO energy	-3.34	eV
HOMO-LUMO gap	3.57	eV
HOMO	-0.254	Ha

---

# 3
DFT (ωB97M-V with the def2-TZVPD basis set) results for C5H12O2S in the gas phase in a non-equilibrium geometry.

ORCA input file:
```
! wB97M-V def2-TZVPD RIJCOSX def2/J DEFGRID3
* xyz 0 1
C 1.9664 -1.6584 -0.3754
C 0.3778 -0.0731 0.0932
C 0.7548 -0.2084 1.5725
C 0.8942 1.3014 -0.5700
C -2.3951 -1.1236 0.1908
H 2.4514 -1.8781 -1.5047
H 2.0459 -2.7296 0.2388
H 2.6681 -0.8279 0.3300
H 0.5669 -1.1973 1.9248
H 1.9186 -0.2359 1.4328
H 0.4143 0.5131 2.1279
H 2.0224 1.4087 -0.5462
H 0.7291 1.4230 -1.6243
H -0.3701 2.9715 -0.2595
H -1.8252 -1.9786 -0.1512
H -2.7780 -1.2935 1.2292
H -3.3376 -1.2774 -0.5094
O 0.7169 -1.1329 -0.6449
O 0.5686 2.4373 0.1947
S -1.5236 0.3274 -0.2846
*
```

LUMO energy	0.68	eV
HOMO-LUMO gap	9.17	eV
structure (SMILES)	CO[C@@](C)(CO)SC
HOMO	-0.312	Ha

---

# 4
DFT (ωB97M-V with the def2-TZVPD basis set) results for 6 unconnected molecules or ions with the total composition C5H24N2O5 in a non-equilibrium geometry.

ORCA input file:
```
! wB97M-V def2-TZVPD RIJCOSX def2/J DEFGRID3
* xyz 1 2
C -3.3344 -0.3737 1.0761
N -1.9466 0.0729 1.1734
C 0.3363 -1.6550 2.7580
C -0.6864 -2.0506 1.6468
C -0.9069 -0.8377 0.6903
C -1.0897 -1.3028 -0.7572
N -1.1431 -0.1868 -1.6905
H -3.6076 -0.6252 0.0618
H -3.4394 -1.2239 1.7629
H -3.9679 0.4095 1.4905
H -1.6751 0.2198 2.1466
H 0.0556 -1.9893 3.7616
H 1.2209 -2.2583 2.5647
H 0.6424 -0.6313 2.8962
H -1.5889 -2.4147 2.1286
H -0.1470 -2.8308 1.1220
H -0.0032 -0.2240 0.7754
H -2.0663 -1.7853 -0.7985
H -0.2410 -1.9294 -1.0047
H -0.2431 0.2970 -1.7476
H -1.6611 0.6117 -1.3207
H 2.4775 0.4789 0.8264
H 1.8174 0.6243 2.2070
O 2.5724 0.2453 1.7591
H 0.2789 3.3397 0.3088
H -0.4359 2.5152 1.4277
O 0.1221 2.4493 0.6484
H 2.3414 -0.3267 -1.6183
H 2.9702 0.9728 -2.2229
O 2.3173 0.6369 -1.5997
H 0.5499 2.4784 -1.9241
H 1.8886 2.5630 -1.2639
O 1.3012 3.0705 -1.8321
H 1.2068 -0.6775 -3.7765
H 0.1629 -1.6448 -3.1284
O 1.0821 -1.3672 -3.1171
*
```

LUMO energy (alpha / beta)	-3.22 / -8.12	eV
HOMO-LUMO gap (alpha / beta)	10.38 / 5.39	eV
<S²>	0.7546
HOMO (alpha / beta)	-0.500 / -0.497	Ha

---

Number 1: energy -123309.678 eV. Number 2: energy -71878.413 eV. Number 3: energy -20305.375 eV. Number 4: energy -18782.846 eV.